(1)
The following is a quantum chemistry calculation of 8 unconnected molecules or ions with the total composition C13H40F6N8O7P, from OMol25.

```
75
Properties=species:S:1:pos:R:3:forces:R:3:mulliken_charge:R:1
H 4.2891 -1.9565 3.7576 -0.36 0.20 0.11 0.223
H 1.2194 -3.4875 -3.1560 -0.29 1.04 0.32 0.293
H -1.5569 -2.5485 5.5689 -0.07 -0.11 0.40 0.380
C 2.9878 -3.9384 -1.9870 -1.23 1.05 -0.21 -1.329
C -3.5696 -2.0358 -3.3305 -2.74 -3.17 -2.83 0.668
H 1.0795 1.9243 -1.1538 -0.38 0.88 -0.41 -0.041
N -0.1009 3.9552 -5.0384 2.41 2.10 -1.98 -0.419
F -0.6174 1.6612 -0.3782 2.16 1.33 1.32 -0.430
P -1.2606 0.2211 -0.3618 -2.54 0.76 2.08 1.343
H -0.8769 -3.4398 2.9119 -0.01 -0.47 1.17 0.392
O 4.1619 2.3319 -0.9433 -1.47 0.45 -0.33 -0.817
H -2.6890 -3.4284 2.9369 0.11 0.16 0.07 0.348
C -0.8968 3.2290 -4.2755 -3.95 1.01 -0.18 0.535
H 2.9667 -0.8275 4.0940 0.83 -0.24 0.06 0.142
F -2.2159 0.9061 -1.4414 -2.21 -1.12 -1.23 -0.528
H -2.1357 -3.1173 -2.6558 0.37 0.46 -0.19 0.048
H 0.5724 2.0469 -3.4203 -0.39 -0.15 0.02 0.237
H 3.4485 0.4004 0.3282 -0.44 0.03 -0.23 0.124
N 1.9317 2.4024 -1.4095 -4.57 2.61 -3.03 -0.066
H -0.5320 4.6560 -5.6242 -0.30 -0.24 0.37 0.259
O 2.7896 -3.2837 2.2940 0.61 -3.21 -2.56 -0.625
H 1.3502 -0.5913 3.0398 0.14 -0.32 -0.39 0.205
C 2.5837 -2.1911 2.6913 0.46 0.15 2.60 0.661
H 2.3918 4.0236 1.0963 -0.31 -0.22 -1.09 0.279
N 2.7108 0.9058 -0.1414 -1.46 -4.17 2.79 -0.128
H 1.7405 0.6296 -0.1886 0.47 -1.05 0.93 0.026
H 3.2849 -2.9210 -1.7326 0.49 0.04 -0.20 0.315
H -1.3944 4.0564 1.1625 -0.43 0.42 0.32 0.202
H -0.8305 -1.0499 3.7408 0.19 -0.22 0.48 -0.132
H -0.2829 -3.3997 -0.9291 -0.22 0.83 0.02 0.299
H -1.1797 1.8813 -3.0235 0.67 -0.66 0.56 0.127
O 0.1923 5.6188 2.6827 -0.99 1.13 1.61 -0.601
H -2.4084 -0.4154 2.2978 -0.16 0.27 -0.32 0.280
N -2.4475 -2.1621 -2.7576 6.07 -1.60 2.32 -0.109
H 3.2746 -4.5760 -1.1508 -0.18 -0.15 -0.17 0.324
O -2.7453 -0.6882 3.1544 -0.27 0.40 0.49 -0.581
C 1.4993 3.9641 1.7192 0.47 0.07 -1.78 -1.152
H -1.9484 -1.4180 -2.2913 -0.22 -0.69 -0.06 0.063
H -3.3590 -0.2878 -2.6943 -1.63 1.22 0.37 0.292
H 0.8311 4.2338 -4.7668 -0.04 -0.52 0.11 0.200
N -0.4075 2.2455 -3.5631 0.43 -1.21 1.17 -0.267
C -1.7798 -2.8305 2.8737 1.39 0.53 -0.66 -0.901
C 0.4975 5.0833 1.4241 0.32 0.34 0.30 0.566
H 2.0828 4.2025 2.6084 -0.96 -0.57 0.88 0.498
H 1.0335 2.9951 1.5399 0.34 -0.27 0.83 0.082
H 3.4194 -4.2564 -2.9361 0.27 -0.04 0.22 0.365
H -2.5142 -1.0746 5.8097 0.27 0.25 -0.19 0.362
H 0.2848 4.9595 3.3743 -0.11 -0.13 -0.16 0.319
C -1.7998 -1.5483 3.7515 -1.76 -1.26 -0.58 1.185
O 1.0801 -5.2300 -2.2305 -0.93 -0.87 0.05 -0.582
C 1.4374 -3.8740 -2.1604 1.98 -0.68 1.85 0.257
H -0.6332 4.4025 -0.3030 -0.20 0.58 -0.45 0.119
H -1.3311 5.8437 0.6438 -0.33 -0.45 -0.24 0.375
H -1.5986 -2.5206 1.8445 -0.83 0.37 -0.35 -0.072
F -0.2066 -0.3101 0.7446 0.01 0.39 -0.32 0.050
C -2.3323 -1.9144 5.1391 0.91 0.07 0.23 -1.534
F -2.3557 0.7586 0.8361 1.54 -0.31 -0.75 -0.605
H 0.1218 -5.2076 -2.2841 -0.24 -0.56 -0.07 0.320
H -3.2620 -2.4834 5.1437 0.03 -0.04 -0.56 0.338
H 1.8763 3.3245 -1.8177 0.22 -0.32 0.21 0.197
H 1.0773 5.9054 1.0046 -0.21 0.01 -0.80 0.214
C 2.9680 1.9311 -0.8541 7.75 1.65 0.12 0.580
O -4.0216 -2.9978 -3.9819 -0.99 0.72 0.33 -0.767
N 1.4794 -1.5162 2.6551 -4.86 1.45 -1.93 -0.053
C -0.8588 4.8615 0.6595 2.41 -0.97 0.56 -0.896
F -2.0480 -1.1758 -0.2384 0.49 0.25 -0.89 -0.292
N -4.0800 -0.8559 -3.1158 -1.56 1.82 -0.56 -0.325
H -5.0842 -0.7922 -3.2034 0.50 0.93 0.08 0.211
O -2.1298 3.4492 -4.2754 1.14 -0.33 -0.16 -0.709
F -0.3387 -0.2174 -1.5968 0.63 -0.93 0.22 -0.319
H 1.1369 -3.6172 0.0497 0.39 -0.37 -0.23 0.300
H 1.1427 -2.1650 -0.9210 -0.86 0.26 0.15 -0.163
H 0.7284 -1.8785 2.0852 0.05 0.26 0.07 -0.278
C 0.7871 -3.1950 -0.8924 0.85 -0.59 -1.66 -0.432
N 3.3704 -1.5852 3.5620 3.30 1.68 1.98 -0.449
```
Forces are in eV/Å.

Calculated values
**Relative energy (zero: lowest compared OMol25 entry of this formula, charge and spin)**: 0.00 kJ/mol
**E_LUMO**: 2.18 eV
**HOMO-LUMO gap**: 9.182 eV
**Charge**: -1

(2)
The following is a quantum chemistry calculation of 7 unconnected molecules or ions with the total composition C13H40N8O7, from OMol25.

```
68
Properties=species:S:1:pos:R:3:forces:R:3:mulliken_charge:R:1
H -0.1223 -0.3889 -4.8520 0.33 -0.20 -0.97 0.357
N -1.6284 2.7186 -13.2742 4.97 -4.36 -1.32 -0.410
H -12.6050 6.0370 -3.8595 -0.35 0.30 -0.39 0.329
C -7.9610 3.0770 -9.4368 -1.45 3.31 -0.19 0.755
H -1.5877 1.8648 -13.8123 0.62 0.11 0.16 0.231
C -5.7317 8.8124 -8.2389 -1.82 -0.44 -0.78 0.480
H -6.5963 -3.6207 -4.3700 0.32 0.14 -0.63 0.137
H -4.5938 7.1296 -9.0484 -0.31 -0.10 0.09 0.252
C -13.2761 3.9452 -5.8374 -1.52 -0.46 -0.22 -1.470
C -7.4741 -2.2143 -5.5729 0.92 1.18 -2.78 0.702
C -12.6518 4.0472 -4.4692 -0.68 -0.34 -0.93 0.545
C -2.4927 1.5055 -6.7435 -0.02 0.03 -0.16 -1.220
H -6.2719 7.0725 -7.0121 -0.21 -0.08 -0.23 0.321
N -2.8229 4.2227 -12.5038 -1.80 6.03 4.55 -0.367
C -6.4364 8.1485 -7.0695 1.69 0.42 1.68 -1.356
N -6.6527 -3.1790 -5.2766 3.50 -4.15 -1.85 -0.391
O -0.1191 1.8137 -6.6398 0.88 0.35 1.24 -0.556
H -8.3134 -0.9251 -4.2740 -0.26 -0.45 -0.10 0.203
C -2.7929 3.2334 -13.2618 -3.56 -1.90 -4.21 0.675
H -14.3396 3.7476 -5.7031 -0.29 0.13 0.04 0.384
H -0.8982 2.9491 -12.6156 -0.29 -0.33 -0.26 0.176
H -14.2645 5.3593 -3.7556 0.08 -0.14 0.36 0.340
H -10.9732 3.6606 -3.9552 1.22 0.36 -0.21 0.336
H -0.1900 2.3046 -7.4618 -0.23 -0.16 -0.02 0.305
O -3.7404 2.9090 -13.9960 0.34 -0.61 0.52 -0.705
H -1.5412 0.3839 -4.4648 -0.32 0.30 0.09 0.314
H -1.9670 4.5909 -12.1137 -0.79 0.37 0.16 0.176
H -2.3354 -3.4551 -11.7930 0.24 -0.19 0.43 0.158
O -3.2042 -3.7645 -8.7555 0.03 0.74 -0.97 -0.680
H -12.8688 4.9581 -2.6029 -0.72 0.00 0.33 0.314
H -3.3061 0.8249 -6.9950 -0.01 -0.29 0.62 0.309
O -11.2825 4.2414 -4.6542 1.64 -0.21 0.49 -0.525
N -7.9606 -1.8558 -4.4458 -3.92 2.92 4.79 -0.346
H -5.0021 -2.6197 -9.9505 -0.22 0.30 -0.77 0.234
C -3.2264 -3.4092 -9.9462 -0.29 -1.58 2.71 0.691
H -0.9200 0.1470 -7.3780 -0.39 -0.13 -0.44 0.155
C -1.0728 -0.1178 -5.3116 -0.71 1.73 0.51 -1.223
H -3.7237 8.1342 -7.9118 0.32 0.23 -0.20 0.336
H -6.0513 -3.4598 -6.0380 -0.02 -0.58 0.34 0.209
C -1.1273 0.8349 -6.5583 -0.25 -1.29 -0.64 0.567
H -7.4714 8.4132 -6.8528 -0.02 0.04 -0.77 0.369
H -6.7601 2.3851 -10.7560 0.06 -0.76 0.10 0.212
H -3.7354 4.6546 -12.4757 0.49 0.68 0.43 0.226
H -7.2653 1.2406 -9.4595 0.55 0.11 -0.75 0.153
H -13.2294 4.8562 -6.4340 0.35 0.18 0.26 0.328
H -1.5342 -4.2451 -10.4357 0.04 0.12 -0.53 0.224
H -1.7247 -0.9710 -5.4991 0.37 -0.15 -0.21 0.317
H -4.1171 8.7063 -9.6103 0.35 0.11 0.24 0.313
H -7.1042 7.9284 -9.2182 -0.29 -0.10 -0.38 0.341
H -12.9691 3.1165 -6.4755 0.62 0.00 0.29 0.344
N -8.5019 2.7304 -8.3315 -2.76 -1.40 5.24 -0.312
H -5.9039 8.5810 -6.2225 0.07 -0.40 0.65 0.383
O -7.6057 -1.6882 -6.6711 -0.14 0.06 -0.01 -0.666
H -8.3189 1.7895 -8.0134 -0.50 0.46 0.61 0.086
C -13.2020 5.1566 -3.6216 0.70 0.60 0.25 -1.255
N -7.2338 2.1513 -9.8952 4.01 -3.99 -3.34 -0.362
N -4.2035 -2.7847 -10.5465 -2.62 1.78 -0.06 -0.378
O -6.7259 8.8084 -9.2825 0.56 0.32 -0.49 -0.557
H -4.1331 -2.6759 -11.5481 -0.91 0.29 0.49 0.166
H -5.5456 9.8603 -8.0033 0.01 0.05 -0.08 0.269
H -9.1049 3.3557 -7.8162 0.15 -0.29 -0.19 0.159
O -8.1339 4.1527 -9.9414 -0.04 2.54 -1.41 -0.694
H -7.8089 -2.4935 -3.6774 -0.35 0.95 0.13 0.153
H -2.5253 2.1843 -7.5958 0.55 0.08 -0.24 0.353
H -2.7091 2.1493 -5.8910 -0.23 -0.29 0.22 0.319
C -4.4474 8.1606 -8.7264 -0.34 -0.08 0.25 -1.153
H -12.6802 3.1201 -3.8967 -1.02 -0.43 -0.29 0.331
N -2.3211 -3.7467 -10.8262 3.70 -1.44 -1.25 -0.414
```
Forces are in eV/Å.

Calculated values
**Relative energy (zero: lowest compared OMol25 entry of this formula, charge and spin)**: 503.06 kJ/mol
**E_LUMO**: 0.00 eV
**HOMO-LUMO gap**: 9.465 eV
**Structure (SMILES)**: NC(N)=O.NC(N)=O.NC(N)=O.NC(N)=O.CC(C)O.CC(C)O.CC(C)O

The lowest relative energy (zero: lowest compared OMol25 entry of this formula, charge and spin) belongs to which entry?
C13H40F6N8O7P